No. 1
This record from the Open Molecules 2025 dataset describes one molecule with the formula H3O2PS in a non-equilibrium geometry. The level of theory is wB97M-V/def2-TZVPD.

Atoms and positions in Å:
O -0.96 -1.28 -0.03
P -0.42 0.11 0.69
O -1.09 1.37 -0.34
S 1.60 0.12 0.00
H -1.36 -1.14 -0.90
H -1.73 1.66 0.27
H 1.88 -0.43 1.23

As for the SMILES: OP(O)S. The LUMO energy comes out at 0.650 eV. The spin multiplicity is 1.

No. 2
This record from the Open Molecules 2025 dataset describes one molecule with the formula H3O2PS in a non-equilibrium geometry. The level of theory is wB97M-V/def2-TZVPD.

Atoms and positions in Å:
O -1.26 0.52 0.20
P -0.56 -0.98 0.18
O 0.83 -0.40 -0.79
S 2.11 0.14 0.12
H -1.81 0.72 0.97
H -1.14 -1.44 -0.89
H 1.83 1.44 0.20

As for the SMILES: OPOS. The LUMO energy comes out at 0.450 eV. The spin multiplicity is 1.

No. 3
This record from the Open Molecules 2025 dataset describes a 2-piece molecular cluster, H3O2PS overall in a non-equilibrium geometry. The level of theory is wB97M-V/def2-TZVPD.

Atoms and positions in Å:
O -2.24 1.27 0.35
P -2.02 0.45 -0.81
S -1.78 -1.59 -0.21
H -0.95 -1.26 0.77
O 0.69 1.60 -0.04
H 0.68 0.68 0.03
H 1.35 2.00 0.48

As for the SMILES: O=PS.O. The LUMO energy comes out at -0.784 eV. The spin multiplicity is 1.

No. 4
This record from the Open Molecules 2025 dataset describes H3O4PS as an isolated structure in a non-equilibrium geometry. The level of theory is wB97M-V/def2-TZVPD.

Atoms and positions in Å:
O 2.55 -0.78 0.11
O -1.58 0.63 1.11
O -1.32 0.61 -1.24
O -0.93 -1.68 0.06
P -0.75 -0.24 0.04
S 1.85 0.77 0.36
H -2.11 1.34 0.68
H -0.83 0.37 -2.07
H 3.13 -1.01 0.95

The LUMO energy (spin up / spin down) comes out at -1.377 / -1.377 eV. The spin multiplicity is 1.

No. 5
This record from the Open Molecules 2025 dataset describes a 2-piece molecular cluster, H3O6 overall in a non-equilibrium geometry. The level of theory is wB97M-V/def2-TZVPD.

Atoms and positions in Å:
O -2.01 1.27 0.04
O 1.94 0.88 0.65
O -0.33 -1.06 -0.43
O -0.65 1.48 0.10
O 1.50 0.96 -0.64
O 0.08 0.80 -0.80
H -2.29 0.91 0.90
H 2.54 0.02 0.71
H -1.23 -1.10 -0.71

The LUMO energy (spin up / spin down) comes out at -9.382 / -9.363 eV. The spin multiplicity is 1. Its total charge is +1.

No. 6
This record from the Open Molecules 2025 dataset describes a 2-piece molecular cluster, H3O6P2 overall in a non-equilibrium geometry. The level of theory is wB97M-V/def2-TZVPD.

Atoms and positions in Å:
O -2.16 1.16 -1.24
O -0.19 2.54 -0.37
O -0.03 -0.15 1.10
O -0.67 -1.43 -1.75
O 0.53 0.24 -3.18
O 1.77 -0.58 -0.95
P -0.71 1.22 -0.78
P 0.54 -0.28 -1.79
H -1.29 -0.82 -2.19
H 0.49 0.42 1.64
H 0.65 -0.51 0.36

The LUMO energy comes out at 3.634 eV. The spin multiplicity is 1. Its total charge is -1.

No. 7
This record from the Open Molecules 2025 dataset describes a 2-piece molecular cluster, H3OP overall in a non-equilibrium geometry. The level of theory is wB97M-V/def2-TZVPD.

Atoms and positions in Å:
O 0.72 -1.94 0.68
P 0.15 -0.59 0.42
H 0.79 0.40 1.13
H 0.54 0.29 -1.88
H -1.27 -0.82 0.45

The LUMO energy (spin up / spin down) comes out at -1.111 / -0.836 eV. The spin multiplicity is 1.

No. 8
This record from the Open Molecules 2025 dataset describes one molecule with the formula H3OPSi in a non-equilibrium geometry. The level of theory is wB97M-V/def2-TZVPD.

Atoms and positions in Å:
O 0.49 -0.91 0.28
Si -0.85 -0.19 -0.35
P 1.34 0.42 -0.25
H -1.55 0.10 0.94
H -1.41 -0.55 -1.53
H 1.97 1.13 0.92

As for the SMILES: O1[SiH2]P1. The LUMO energy comes out at 0.063 eV. The spin multiplicity is 1.

No. 9
This record from the Open Molecules 2025 dataset describes a 2-piece molecular cluster, H3OS overall. The level of theory is wB97M-V/def2-TZVPD.

Atoms and positions in Å:
S -2.12 0.71 -0.29
H -1.54 0.70 0.91
H 1.70 -0.95 0.18
H 0.56 -0.04 -0.23
O 1.41 -0.41 -0.57

The LUMO energy comes out at 4.206 eV. The spin multiplicity is 1. Its total charge is -1.

No. 10
This record from the Open Molecules 2025 dataset describes a 2-piece molecular cluster, H3OS2 overall in a non-equilibrium geometry. The level of theory is wB97M-V/def2-TZVPD.

Atoms and positions in Å:
O -0.62 -1.59 0.81
H -0.01 -0.92 0.58
S 1.46 1.45 0.55
S -0.48 1.42 -0.36
H -0.35 -2.01 -0.04
H 0.00 1.64 -1.54

The LUMO energy comes out at 3.798 eV. The spin multiplicity is 1. Its total charge is -1.

No. 11
This record from the Open Molecules 2025 dataset describes a 21-piece molecular cluster, H41O21 overall in a non-equilibrium geometry. The level of theory is wB97M-V/def2-TZVPD.

Atoms and positions in Å:
O -4.56 -0.08 1.15
H -3.66 -0.35 0.93
H -4.36 -0.06 2.13
O -0.82 1.30 3.00
H -2.69 3.86 0.49
H -2.54 2.85 -2.70
O -3.63 -3.62 -0.22
H 0.69 -3.64 -3.80
H -4.22 -3.46 0.52
O 1.50 -3.99 -3.43
H 0.67 -0.32 -1.42
H 3.97 0.68 -0.52
O 3.55 -0.17 -0.32
H 2.62 0.15 -0.22
H 2.88 -0.87 -2.71
O 2.29 -3.56 2.07
H 2.51 2.78 1.47
H 3.08 -3.20 1.65
O 2.77 3.52 0.89
H -2.76 -3.41 0.15
H -1.91 0.45 2.61
O 0.19 4.58 0.45
H 1.71 -3.73 -2.53
H 1.50 -3.24 1.62
O -1.37 -3.47 3.51
H 0.94 4.01 0.68
H 0.11 0.84 -0.56
O 3.42 -1.54 -3.17
H 3.71 3.58 1.05
H -1.31 2.09 -2.44
O -3.61 1.08 -2.48
H -1.20 1.09 1.60
H -3.91 1.35 -1.59
O 4.11 -3.39 -0.69
H 4.55 -2.81 -0.06
H 3.84 -2.67 -1.30
O 0.49 0.62 -1.45
H -0.79 -3.56 2.72
H -1.77 -2.64 3.20
O -1.53 -0.73 -2.52
H -0.83 -0.06 -2.50
H -2.30 -0.44 -2.04
O -2.39 -0.57 2.45
H -0.39 -2.23 1.13
H -1.53 -0.97 2.56
O -1.16 0.92 0.52
H 4.24 -1.00 -3.15
O -1.59 2.99 -2.64
H -1.14 1.62 3.86
H -1.11 -0.05 0.60
O 3.48 2.79 -1.87
H 1.87 2.78 2.82
H 2.61 2.76 -1.45
O 1.69 1.85 2.95
H -0.21 -3.07 0.04
H 0.69 1.76 2.94
O -0.74 -3.11 0.88
H -0.45 3.91 0.19
H 3.59 3.51 -2.48
O -2.29 3.23 -0.12
H -2.14 2.40 0.39
H -4.40 0.64 -2.82

The LUMO energy comes out at 1.683 eV. The spin multiplicity is 1. Its total charge is -1.

No. 12
This record from the Open Molecules 2025 dataset describes a 21-piece molecular cluster, H42O21 overall in a non-equilibrium geometry. The level of theory is wB97M-V/def2-TZVPD.

Atoms and positions in Å:
O 0.38 -1.28 2.16
H 0.23 -0.55 1.60
H 0.91 -1.96 1.78
O 2.14 0.18 -4.10
H 2.33 1.13 -4.09
H 2.01 -0.16 -3.20
O 3.10 -0.97 3.08
H 3.45 -1.87 3.27
H 3.83 -0.49 3.50
O 2.54 4.65 -1.39
H 3.14 4.62 -0.59
H 2.87 3.83 -1.74
O -3.15 0.31 1.90
H -3.06 -0.66 1.75
H -2.72 0.28 2.77
O -0.59 -3.20 3.81
H 0.24 -2.61 3.67
H -0.67 -3.93 3.25
O 2.03 -2.51 -1.39
H 1.09 -2.43 -1.63
H 2.00 -3.12 -0.62
O -1.17 3.33 1.90
H -2.12 3.13 1.96
H -0.82 3.60 2.74
O 4.22 -1.50 0.30
H 3.60 -0.81 0.54
H 4.29 -1.27 -0.61
O -0.61 -2.77 0.26
H -1.21 -3.18 -0.37
H -0.66 -1.89 -0.18
O -0.76 -3.63 -2.94
H -0.28 -3.51 -3.76
H -0.40 -2.77 -2.52
O -1.42 3.04 -2.31
H -1.75 3.81 -2.78
H -1.87 2.21 -2.36
O 1.50 2.16 2.25
H 1.75 1.28 2.00
H 0.53 2.16 2.10
O -4.20 -3.70 -0.58
H -3.62 -3.49 -1.30
H -3.57 -4.04 0.05
O 0.07 -1.02 -2.47
H -0.54 -0.31 -2.31
H 0.66 -0.92 -3.25
O 4.16 1.24 -0.59
H 3.47 1.82 -0.77
H 4.89 1.35 0.00
O -3.62 2.21 0.40
H -3.80 2.32 1.34
H -3.53 3.10 0.07
O 1.32 1.98 -2.08
H 0.39 1.94 -2.39
H 1.10 2.26 -1.11
O 1.19 -0.63 4.72
H 0.49 -0.77 5.38
H 0.92 -0.31 3.89
O -4.49 0.88 -1.96
H -4.32 1.80 -2.40
H -4.69 1.02 -1.02
O -1.98 0.08 -1.33
H -2.89 -0.31 -1.53
H -2.33 0.83 -0.78

The LUMO energy comes out at -0.578 eV. The spin multiplicity is 1.

No. 13
This record from the Open Molecules 2025 dataset describes H43O21 as an isolated structure in a non-equilibrium geometry. The level of theory is wB97M-V/def2-TZVPD.

Atoms and positions in Å:
O -2.39 -1.61 0.63
H 0.08 1.10 4.04
H -1.11 -2.04 -3.15
O 1.39 -2.88 0.42
H 1.52 -3.82 0.33
H -2.98 -0.24 1.61
O -3.20 -2.77 -1.83
H -3.62 -3.59 -2.04
H 3.68 -1.23 1.85
O -2.98 2.36 -1.50
H 5.04 -1.83 1.09
H 1.82 3.97 -0.54
O -0.30 -4.87 -0.89
H 4.26 1.91 -0.22
H 0.53 -4.78 -1.32
O 4.33 -1.18 1.15
H -2.46 3.18 -1.41
H 2.22 0.74 4.09
O 1.50 3.37 2.50
H -0.79 -4.06 -1.06
H 1.40 4.29 2.73
O -2.58 0.65 1.48
H -1.42 -1.73 0.68
H -3.57 1.23 1.02
O 1.32 0.46 1.03
H -1.19 3.56 0.72
H 0.51 0.87 1.28
O 3.32 1.84 -0.05
H -0.70 2.44 4.07
H 3.25 0.95 0.31
O 3.92 -2.60 -1.74
H 4.10 -3.44 -1.28
H 4.26 -2.04 -1.00
O 0.27 -2.45 4.26
H 1.08 -2.96 4.30
H 0.00 -2.49 3.35
O -1.66 2.79 1.06
H 1.21 -0.45 0.79
H -1.20 2.37 1.79
O 2.23 0.02 3.43
H 2.13 0.42 2.54
H -1.94 0.71 0.65
O -0.96 -1.09 -3.26
H -1.80 -0.07 -1.57
H 2.25 -2.44 0.48
O 1.71 -0.94 -3.89
H -2.43 2.00 -2.22
O -1.26 1.31 -4.47
H -0.79 1.82 -5.16
H -2.12 1.77 -4.48
O -1.21 0.12 -0.86
H -0.38 0.24 -1.32
H -2.45 -2.21 1.39
O 1.20 4.60 -0.92
H 1.70 3.30 1.56
H 1.39 5.43 -0.48
O -4.47 1.05 0.05
H -3.99 0.54 -0.67
H -4.42 1.90 -0.48
O -0.22 1.85 3.49
H -3.07 -2.60 -0.94
H -1.10 -0.88 -4.19
H 1.09 -0.22 -3.79
H 1.09 -1.46 -4.44

The LUMO energy comes out at -2.834 eV. The spin multiplicity is 1. Its total charge is +1.

No. 14
This record from the Open Molecules 2025 dataset describes H43O21 as an isolated structure in a non-equilibrium geometry. The level of theory is wB97M-V/def2-TZVPD.

Atoms and positions in Å:
O 3.74 0.90 -1.04
H -3.57 -3.30 0.41
H 0.32 3.88 2.44
O -1.71 0.40 1.41
H -2.63 0.63 1.20
H -1.12 -2.66 -3.88
O -4.05 -2.93 1.16
H -3.45 -3.32 1.82
H 1.33 0.09 3.02
O -0.04 -3.84 0.83
H 1.45 1.77 3.32
H -4.76 1.59 2.80
O 0.89 2.05 -2.07
H 4.24 1.31 2.15
H 1.76 2.21 -2.45
O 1.27 0.84 3.62
H 3.81 -2.40 -1.43
H -0.27 4.96 -0.77
O 0.56 -0.47 -1.20
H 0.24 1.88 -2.77
H 0.05 0.62 3.73
O -0.25 -2.36 -3.57
H 3.14 0.71 -0.33
H -0.78 -0.92 3.93
O 3.72 -0.81 -3.28
H -1.46 3.00 -3.85
H 0.61 -2.87 4.56
O 3.39 0.87 2.10
H 0.55 -4.57 1.04
H -0.33 0.96 -5.27
O 3.23 -2.87 -0.83
H 3.61 -3.14 0.00
H 0.28 0.45 -1.30
O -2.16 -1.85 -0.94
H -2.73 -2.49 -1.38
H 1.30 -0.45 -1.81
O -1.57 2.44 -3.08
H 3.86 -0.07 -3.88
H -1.37 2.86 -2.24
O 0.16 4.72 0.05
H 1.09 4.61 -0.18
H -0.53 -1.43 -3.56
O 0.94 3.15 2.38
H -1.23 0.79 -3.91
H -1.48 -0.38 0.90
O -3.64 1.75 -0.87
H 3.55 0.04 -1.48
O 1.17 -1.66 1.67
H 0.29 -1.32 1.55
H -1.35 0.02 2.97
O -1.02 0.49 -4.81
H 3.33 -1.54 -3.76
H 1.60 -2.34 1.16
O -3.97 1.69 2.26
H 2.84 0.98 1.33
H -1.29 -2.18 -1.22
O -0.99 0.06 3.93
H -3.32 1.79 2.96
H 0.03 -3.77 -0.13
O -0.09 -2.34 4.17
H 0.02 -2.54 3.23
H 1.21 3.11 1.46
H -3.87 1.48 -1.77
H -4.53 1.70 -0.50

The LUMO energy comes out at -2.566 eV. The spin multiplicity is 1. Its total charge is +1.

No. 15
This record from the Open Molecules 2025 dataset describes one molecule with the formula H4N2 in a non-equilibrium geometry. The level of theory is wB97M-V/def2-TZVPD.

Atoms and positions in Å:
N -0.77 -0.11 -0.12
N 0.58 0.34 -0.06
H -0.68 -0.93 0.53
H -1.32 0.64 0.42
H 1.17 0.64 -0.93
H 1.03 -0.59 0.17

As for the SMILES: NN. The LUMO energy comes out at 1.243 eV. The spin multiplicity is 1.

No. 16
This record from the Open Molecules 2025 dataset describes one molecule with the formula H4N2O2S in a non-equilibrium geometry. The level of theory is wB97M-V/def2-TZVPD.

Atoms and positions in Å:
N 1.19 -1.26 -0.68
N -0.65 0.67 1.05
O -0.17 1.34 -1.29
O -0.24 -1.21 -0.68
S -1.01 0.40 -0.61
H 1.29 -1.39 0.30
H 1.58 -0.36 -1.07
H -1.25 0.17 1.66
H -0.74 1.65 1.31

The LUMO energy comes out at 0.581 eV. The spin multiplicity is 1.

No. 17
This record from the Open Molecules 2025 dataset describes a 2-piece molecular cluster, H4N2O2Si overall in a non-equilibrium geometry. The level of theory is wB97M-V/def2-TZVPD.

Atoms and positions in Å:
N -0.32 0.18 -1.11
N 1.71 1.28 0.78
O 1.41 2.50 0.83
O 2.86 0.93 0.90
Si 0.63 -0.18 0.28
H -0.97 -0.52 -1.24
H -0.82 1.01 -1.03
H 1.52 -1.22 0.23
H -0.42 0.28 2.06

The LUMO energy comes out at -0.151 eV. The spin multiplicity is 1.